Version w
{
  "formula": "H27O14",
  "method": "wB97M-V/def2-TZVPD",
  "charge": -1,
  "orbital_gap_ev": 7.74,
  "homo_ev": -5.42,
  "species": ["O", "O", "O", "O", "O", "O", "O", "O", "O", "O", "O", "O", "O", "O", "H", "H", "H", "H", "H", "H", "H", "H", "H", "H", "H", "H", "H", "H", "H", "H", "H", "H", "H", "H", "H", "H", "H", "H", "H", "H", "H"],
  "xyz": [[1.69, -1.14, 4.25], [-3.74, 1.20, -2.11], [0.35, 3.48, -3.56], [1.75, -2.33, -1.48], [-0.63, -3.13, -3.32], [-3.63, -0.76, 1.80], [1.09, -0.89, 1.38], [0.38, 0.13, -0.91], [0.57, -4.71, 0.44], [-0.89, 2.01, -1.76], [1.62, 3.72, -0.13], [3.37, -3.33, 0.38], [-3.03, 4.19, 0.57], [0.45, 1.54, 4.02], [2.86, -2.60, 0.73], [1.69, -0.45, 0.90], [-3.45, 1.08, -1.18], [-3.18, -0.83, 2.68], [3.91, -2.87, -0.31], [0.31, -3.02, -2.87], [-3.14, -1.41, 1.38], [0.46, -0.13, -1.74], [0.07, 2.68, -3.13], [0.32, -0.33, 1.14], [1.97, -1.48, -1.20], [0.47, -4.80, 1.33], [-1.37, -2.86, -2.71], [1.07, -2.56, -0.93], [0.88, -0.45, 4.05], [0.38, 2.43, 3.75], [-1.26, 1.24, -2.10], [1.31, 3.46, -3.77], [1.83, -1.31, 3.26], [-3.58, 3.76, -0.06], [-3.13, 1.77, -2.28], [1.18, 2.82, -0.08], [-2.39, 3.61, 0.99], [-0.23, 1.73, -0.94], [1.20, 1.05, 3.68], [0.88, 4.25, -0.54], [1.58, -4.77, 0.36]],
  "nbo_charge": [-0.964, -0.919, -0.984, -0.959, -0.996, -0.926, -0.984, -1.327, -0.946, -1.045, -0.955, -0.951, -0.959, -0.972, 0.475, 0.472, 0.466, 0.463, 0.477, 0.509, 0.463, 0.419, 0.502, 0.518, 0.480, 0.454, 0.477, 0.480, 0.462, 0.487, 0.471, 0.458, 0.492, 0.481, 0.453, 0.474, 0.479, 0.523, 0.484, 0.481, 0.490]
}


Version x
{
  "formula": "H27O14",
  "method": "wB97M-V/def2-TZVPD",
  "charge": -1,
  "orbital_gap_ev": 8.54,
  "homo_ev": -6.03,
  "species": ["O", "O", "O", "O", "O", "O", "O", "O", "O", "O", "O", "O", "O", "O", "H", "H", "H", "H", "H", "H", "H", "H", "H", "H", "H", "H", "H", "H", "H", "H", "H", "H", "H", "H", "H", "H", "H", "H", "H", "H", "H"],
  "xyz": [[-2.95, 3.50, 1.78], [2.62, -2.41, 2.70], [0.69, 1.92, -3.83], [3.30, -1.01, -3.86], [1.28, -1.29, -2.12], [-3.26, 2.83, -1.08], [-0.50, 1.55, 1.11], [0.80, -0.06, -0.04], [-0.05, -4.15, -1.78], [-0.05, 0.39, 4.84], [-1.98, -1.95, -4.43], [-3.55, -1.97, 0.29], [1.38, 2.66, 3.60], [2.25, 0.33, 2.41], [1.50, -0.19, 1.95], [3.98, -0.99, -3.18], [-4.21, -1.37, -0.09], [-0.90, 0.76, 5.06], [0.77, 1.50, -2.96], [1.58, -2.19, -1.97], [2.01, 0.36, 3.36], [1.69, -0.05, 0.32], [-1.49, -2.45, -3.76], [0.52, 1.15, 5.06], [-3.38, 3.51, 0.90], [0.11, 2.21, 0.78], [0.49, 2.87, 3.28], [1.51, 1.49, -4.14], [-2.91, -1.26, 0.52], [-2.19, 2.95, 1.57], [2.22, -3.31, 2.96], [-0.90, -3.71, -1.84], [2.39, -1.02, -3.45], [-2.42, 2.49, -0.69], [0.19, -4.27, -2.71], [-3.20, 2.47, -1.97], [1.07, -0.77, -1.26], [1.56, 1.84, 3.05], [-1.70, -1.07, -4.04], [1.78, -1.96, 2.60], [-0.03, 0.66, 1.04]],
  "nbo_charge": [-0.968, -0.918, -0.949, -1.011, -1.067, -0.966, -1.053, -1.196, -0.932, -0.955, -0.935, -0.937, -0.992, -0.951, 0.486, 0.465, 0.460, 0.468, 0.478, 0.471, 0.474, 0.426, 0.458, 0.482, 0.477, 0.465, 0.477, 0.470, 0.477, 0.484, 0.454, 0.470, 0.510, 0.490, 0.463, 0.477, 0.514, 0.486, 0.476, 0.462, 0.510]
}


Ordering by calculated energy gives the sequence version x, version w, with the first entry being the most stable.


Version w
{
  "formula": "C2H4O3S",
  "method": "wB97M-V/def2-TZVPD",
  "orbital_gap_ev": [9.17, 7.61],
  "homo_ev": [-9.73, -8.79],
  "species": ["S", "O", "O", "O", "C", "C", "H", "H", "H", "H"],
  "xyz": [[-0.44, -0.41, -1.32], [-0.16, 0.15, -2.64], [0.72, -1.77, 0.52], [-1.22, -1.57, -1.06], [-0.90, 0.96, -0.29], [1.03, -0.80, -0.32], [-0.16, -2.09, 0.15], [-0.41, 1.86, -0.71], [-1.40, 1.16, 0.73], [1.75, -0.06, 0.03]],
  "nbo_charge": [2.075, -0.885, -0.619, -0.948, -0.726, -0.086, 0.512, 0.213, 0.248, 0.215]
}


Version x
{
  "formula": "C2H4O3S",
  "method": "wB97M-V/def2-TZVPD",
  "orbital_gap_ev": [8.36, 8.36],
  "homo_ev": [-10.49, -10.49],
  "species": ["S", "O", "O", "O", "C", "C", "H", "H", "H", "H"],
  "xyz": [[-1.90, 0.27, 0.10], [-2.13, 1.46, -0.62], [-3.00, -0.36, 0.73], [1.26, 1.55, 0.42], [-0.31, -0.10, 0.80], [-0.60, -0.70, -0.61], [0.04, -0.19, -1.44], [0.10, -0.66, 1.72], [-0.54, -1.72, -0.68], [2.07, 1.55, 0.89]],
  "nbo_charge": [2.160, -0.857, -0.871, -0.804, -0.151, -0.743, 0.313, 0.263, 0.248, 0.442]
}


Ordering by calculated energy gives the sequence version w, version x, with the first entry being the most stable.


Version w
{
  "formula": "C8H16NO",
  "method": "wB97M-V/def2-TZVPD",
  "charge": 1,
  "orbital_gap_ev": 9.18,
  "homo_ev": -12.60,
  "species": ["O", "N", "C", "C", "C", "C", "C", "C", "C", "C", "H", "H", "H", "H", "H", "H", "H", "H", "H", "H", "H", "H", "H", "H", "H", "H"],
  "xyz": [[-0.95, 0.93, -0.39], [-1.73, -1.02, 0.88], [1.34, 0.79, 0.24], [2.48, 1.56, 0.76], [0.12, 1.33, 0.34], [1.59, -0.60, -0.19], [-3.05, 0.20, -0.88], [1.59, -0.62, -1.68], [-2.08, 0.39, 0.23], [1.68, -1.66, 0.57], [-2.38, -1.76, 0.61], [-2.55, 0.22, -1.83], [2.63, 2.59, 0.44], [1.59, -1.49, 1.74], [3.37, 0.92, 0.53], [1.42, -1.65, -1.87], [2.24, 1.60, 1.88], [-3.33, -0.84, -0.80], [-1.85, -0.85, 1.96], [-0.06, 2.35, 0.70], [0.73, -0.05, -2.05], [-0.77, -1.40, 0.58], [-3.79, 1.01, -1.02], [1.87, -2.66, 0.20], [2.44, -0.08, -2.15], [-2.54, 0.81, 1.19]],
  "nbo_charge": [-0.493, -0.770, -0.018, -0.650, 0.046, -0.008, -0.659, -0.652, 0.293, -0.442, 0.436, 0.258, 0.248, 0.211, 0.236, 0.221, 0.245, 0.205, 0.456, 0.189, 0.227, 0.478, 0.271, 0.231, 0.249, 0.191]
}


Version x
{
  "formula": "C8H16NO",
  "method": "wB97M-V/def2-TZVPD",
  "charge": 1,
  "orbital_gap_ev": [7.86, 7.86],
  "homo_ev": [-13.53, -13.52],
  "species": ["O", "N", "C", "C", "C", "C", "C", "C", "C", "C", "H", "H", "H", "H", "H", "H", "H", "H", "H", "H", "H", "H", "H", "H", "H", "H"],
  "xyz": [[-1.07, 2.19, -0.02], [1.61, 0.53, -0.06], [2.65, -0.56, -0.06], [-1.03, -1.05, 1.46], [0.37, 0.37, -0.14], [-2.17, 1.42, 0.08], [2.21, 1.85, -0.04], [-0.47, -1.81, -0.88], [-0.74, -0.65, -0.02], [-1.98, 0.13, -0.65], [1.19, 2.45, -0.12], [0.47, -1.84, -1.29], [-2.96, 2.13, -0.45], [-1.92, -1.70, 1.51], [2.21, -1.38, 0.62], [3.68, -0.07, 0.21], [2.58, -1.07, -1.05], [-0.13, -1.58, 1.94], [2.89, 2.02, -0.97], [-0.61, -2.74, -0.32], [2.79, 1.93, 0.95], [-1.74, 0.30, -1.76], [-1.25, -0.16, 2.09], [-2.90, -0.30, -0.50], [-2.46, 1.32, 1.16], [-1.23, -1.76, -1.70]],
  "nbo_charge": [-0.458, -0.400, -0.442, -0.603, 0.753, -0.098, -0.445, -0.601, -0.197, -0.376, 0.285, 0.207, 0.261, 0.251, 0.245, 0.272, 0.248, 0.227, 0.254, 0.247, 0.250, 0.230, 0.236, 0.237, 0.171, 0.243]
}


Ordering by calculated energy gives the sequence version w, version x, with the first entry being the most stable.


Version w
{
  "formula": "C4H8Cl8",
  "method": "wB97M-V/def2-TZVPD",
  "orbital_gap_ev": 11.27,
  "homo_ev": -10.97,
  "species": ["Cl", "Cl", "Cl", "Cl", "Cl", "Cl", "Cl", "Cl", "C", "C", "C", "C", "H", "H", "H", "H", "H", "H", "H", "H"],
  "xyz": [[0.68, -3.69, -2.69], [-1.28, -2.13, 1.13], [-0.02, 1.24, -0.43], [0.65, -0.90, 2.96], [0.41, 3.13, 3.24], [-2.40, 3.98, 3.20], [-2.21, -3.28, -2.73], [2.09, -0.31, -1.78], [-0.62, -2.51, -2.65], [-1.07, 3.22, 2.31], [1.46, 1.30, -1.39], [0.43, -1.85, 1.48], [1.28, 1.82, -2.32], [0.94, -2.79, 1.60], [0.86, -1.29, 0.65], [-0.55, -1.95, -1.73], [-1.38, 2.21, 2.04], [2.22, 1.83, -0.83], [-0.92, 3.81, 1.42], [-0.54, -1.85, -3.50]],
  "nbo_charge": [-0.027, -0.026, -0.022, -0.028, -0.015, -0.030, -0.022, -0.025, -0.398, -0.397, -0.398, -0.396, 0.226, 0.224, 0.222, 0.223, 0.222, 0.228, 0.219, 0.220]
}


Version x
{
  "formula": "C4H8Cl8",
  "method": "wB97M-V/def2-TZVPD",
  "orbital_gap_ev": 11.22,
  "homo_ev": -10.77,
  "species": ["Cl", "Cl", "Cl", "Cl", "Cl", "Cl", "Cl", "Cl", "C", "C", "C", "C", "H", "H", "H", "H", "H", "H", "H", "H"],
  "xyz": [[-9.64, 15.63, -20.43], [-12.40, 16.51, -20.86], [-14.11, 22.57, -22.13], [-12.20, 24.52, -16.59], [-11.40, 19.42, -17.78], [-13.03, 20.84, -15.76], [-14.52, 23.33, -17.65], [-12.02, 22.60, -20.16], [-13.49, 24.76, -17.75], [-11.55, 20.88, -16.77], [-10.95, 16.69, -19.89], [-12.52, 23.20, -21.74], [-11.64, 21.78, -17.37], [-11.86, 22.76, -22.49], [-11.10, 16.46, -18.83], [-12.46, 24.29, -21.78], [-14.06, 25.66, -17.52], [-10.55, 17.71, -19.94], [-10.68, 21.02, -16.13], [-13.12, 24.87, -18.77]],
  "nbo_charge": [-0.037, -0.001, -0.013, -0.024, -0.042, -0.026, -0.015, -0.031, -0.403, -0.383, -0.409, -0.403, 0.224, 0.226, 0.225, 0.223, 0.224, 0.223, 0.223, 0.220]
}


Ordering by calculated energy gives the sequence version w, version x, with the first entry being the most stable.